Entry 1:
{
  "formula": "CH6N3O",
  "method": "the ωB97M-V functional and the def2-TZVPD basis",
  "lumo_energy_ha": [-0.2215, -0.2215],
  "charge": 1,
  "smiles": "CN(N)[NH+]=O",
  "gap_ev": [9.163, 9.164],
  "symbols": ["C", "N", "N", "N", "O", "H", "H", "H", "H", "H", "H"],
  "xyz": [[0.657, -0.213, -1.158], [-0.001, 0.091, 0.150], [-1.428, 0.339, 0.035], [0.583, 0.066, 1.353], [-0.062, 0.304, 2.348], [1.565, -0.724, -0.971], [1.044, 0.723, -1.669], [-0.075, -0.899, -1.779], [-2.005, -0.333, -0.522], [-1.883, 0.625, 0.861], [1.605, 0.021, 1.352]],
  "forces_ev_per_a": [[-0.8, 0.2, -0.9], [-2.1, -0.4, -0.1], [2.4, -0.7, -1.0], [-2.9, 0.9, -1.9], [0.7, -0.3, -0.2], [0.7, -1.1, 0.4], [-1.4, -0.9, 0.5], [1.6, 1.7, 1.2], [1.4, 0.4, 0.6], [-0.1, 0.3, 1.4], [0.4, -0.2, -0.1]],
  "lowdin_charge": [0.03, -0.12, 0.17, -0.01, 0.12, 0.07, 0.13, 0.15, 0.15, 0.08, 0.22]
}


Entry 2:
{
  "formula": "C4H12N3O",
  "method": "the ωB97M-V functional and the def2-TZVPD basis",
  "lumo_energy_ha": -0.1120,
  "charge": 1,
  "gap_ev": 9.319,
  "symbols": ["C", "C", "C", "C", "N", "N", "N", "O", "H", "H", "H", "H", "H", "H", "H", "H", "H", "H", "H", "H"],
  "xyz": [[2.303, -0.062, 0.061], [-2.871, 0.965, -0.454], [-2.095, -0.786, 1.163], [-2.060, -0.221, -0.036], [3.407, -0.486, -0.548], [2.145, 1.234, 0.317], [1.373, -0.931, 0.432], [-1.129, -0.657, -0.963], [-2.211, 1.810, -0.668], [-3.437, 0.745, -1.360], [-3.565, 1.253, 0.328], [0.445, -0.630, 0.697], [-1.499, -1.651, 1.399], [-2.770, -0.435, 1.919], [4.148, 0.150, -0.795], [3.533, -1.453, -0.801], [2.888, 1.890, 0.140], [1.376, 1.548, 0.886], [1.437, -1.890, 0.129], [-1.418, -0.392, -1.845]],
  "forces_ev_per_a": [[-0.1, -0.2, 0.1], [0.2, -0.1, 0.0], [0.1, -0.1, -0.1], [0.1, 0.4, 0.0], [0.2, 0.0, -0.1], [-0.1, 0.1, 0.1], [0.1, -0.1, 0.0], [-0.3, 0.0, 0.0], [-0.1, 0.0, 0.0], [-0.1, 0.0, 0.0], [-0.1, 0.0, 0.0], [0.0, 0.1, 0.0], [0.1, -0.2, 0.0], [-0.1, 0.2, 0.1], [-0.1, 0.0, 0.0], [-0.1, 0.1, 0.1], [-0.1, 0.0, 0.0], [0.0, 0.0, -0.1], [0.0, 0.1, 0.0], [0.1, 0.0, 0.0]],
  "lowdin_charge": [-0.47, -0.03, 0.05, -0.46, 0.21, 0.21, 0.22, -0.01, 0.09, 0.09, 0.09, 0.09, 0.06, 0.07, 0.13, 0.14, 0.13, 0.14, 0.14, 0.11]
}


Entry 3:
{
  "formula": "C29H16F5O5PZn",
  "method": "the ωB97M-V functional and the def2-TZVPD basis",
  "lumo_energy_ha": 0.1722,
  "charge": -2,
  "gap_ev": 6.120,
  "symbols": ["Zn", "C", "C", "C", "C", "C", "C", "P", "C", "C", "C", "C", "C", "C", "C", "C", "C", "C", "C", "C", "C", "C", "C", "C", "H", "H", "H", "H", "H", "H", "H", "H", "H", "H", "H", "H", "H", "H", "H", "H", "O", "C", "C", "O", "C", "C", "O", "C", "O", "O", "F", "C", "F", "C", "F", "F", "F"],
  "xyz": [[-0.195, -2.034, 1.054], [5.081, 1.041, 0.217], [4.296, 1.379, -0.874], [2.934, 1.095, -0.870], [2.329, 0.492, 0.228], [3.135, 0.150, 1.313], [4.495, 0.415, 1.310], [0.555, -0.019, 0.246], [0.650, -0.600, -1.652], [1.373, -1.772, -1.867], [1.490, -2.355, -3.120], [0.852, -1.776, -4.212], [0.112, -0.619, -4.026], [0.019, -0.035, -2.763], [-0.588, 1.360, -0.186], [-0.054, 2.604, -0.429], [-0.889, 3.676, -0.807], [-2.234, 3.499, -0.943], [-2.833, 2.239, -0.690], [-4.232, 2.041, -0.814], [-4.760, 0.803, -0.551], [-3.963, -0.279, -0.160], [-2.577, -0.146, -0.019], [-1.998, 1.160, -0.301], [6.143, 1.261, 0.215], [4.741, 1.859, -1.738], [2.334, 1.339, -1.738], [2.682, -0.338, 2.169], [5.098, 0.138, 2.167], [1.853, -2.251, -1.013], [2.062, -3.268, -3.242], [0.921, -2.231, -5.194], [-0.403, -0.166, -4.867], [-0.562, 0.873, -2.649], [1.004, 2.774, -0.289], [-0.448, 4.651, -0.986], [-2.873, 4.326, -1.238], [-4.863, 2.872, -1.108], [-5.832, 0.652, -0.643], [-4.404, -1.246, 0.050], [0.346, 2.776, 5.019], [0.312, 1.873, 4.221], [0.767, 1.874, 2.756], [1.396, 2.790, 2.241], [0.371, 0.612, 2.179], [-0.094, -0.263, 3.165], [-0.416, -1.494, 3.030], [-0.189, 0.450, 4.483], [-0.562, 0.019, 5.549], [-1.810, -1.101, 0.333], [-0.415, -4.518, -0.449], [-0.637, -3.969, 0.802], [0.160, -4.748, 1.658], [-2.073, -4.367, 1.171], [-2.359, -4.010, 2.425], [-2.957, -3.782, 0.353], [-2.291, -5.705, 1.084]],
  "forces_ev_per_a": [[-0.4, 0.2, 0.3], [0.0, 0.0, 0.0], [-0.1, 0.0, 0.0], [0.0, 0.1, 0.0], [0.1, 0.0, 0.0], [0.0, 0.0, 0.0], [0.0, 0.0, 0.0], [0.6, 0.2, 0.2], [0.0, 0.0, -0.2], [0.0, 0.0, -0.1], [0.0, 0.0, 0.0], [0.0, 0.0, 0.0], [0.0, 0.0, 0.0], [0.1, -0.1, 0.0], [-0.2, 0.0, 0.0], [-0.2, -0.1, 0.0], [0.2, 0.0, 0.0], [-0.1, 0.0, 0.0], [0.0, -0.1, 0.0], [0.0, 0.0, 0.0], [0.0, 0.0, 0.0], [0.1, 0.0, 0.0], [0.0, 0.6, -0.1], [0.1, 0.0, 0.0], [0.0, 0.0, 0.0], [0.0, 0.0, 0.0], [0.0, 0.0, 0.0], [0.0, 0.0, 0.0], [0.0, 0.0, 0.0], [0.0, 0.0, 0.0], [0.0, 0.0, 0.0], [0.0, 0.0, 0.0], [0.0, 0.0, 0.0], [0.0, 0.0, 0.0], [0.0, 0.1, 0.0], [0.0, 0.0, 0.0], [0.0, 0.0, 0.0], [0.0, 0.0, 0.0], [0.0, 0.0, 0.0], [0.0, 0.0, 0.0], [0.0, -0.1, 0.0], [0.1, -0.1, -0.2], [0.1, 0.0, 0.2], [-0.1, 0.0, 0.1], [0.2, 0.2, -0.2], [-0.2, -0.4, -0.1], [0.3, 0.5, -0.1], [-0.1, 0.0, 0.1], [0.0, 0.0, -0.1], [-0.7, -0.4, 0.0], [-0.1, 0.0, -0.1], [0.3, -0.6, 0.3], [-0.1, -0.1, 0.0], [0.2, 0.1, -0.3], [0.0, 0.0, 0.1], [-0.1, -0.1, 0.0], [0.0, -0.1, 0.0]],
  "lowdin_charge": [0.68, -0.12, -0.10, -0.09, -0.30, -0.09, -0.10, 0.95, -0.29, -0.14, -0.11, -0.13, -0.11, -0.09, -0.25, -0.10, -0.09, -0.07, -0.19, -0.10, -0.13, -0.03, -0.36, -0.08, 0.08, 0.09, 0.10, 0.11, 0.09, 0.09, 0.09, 0.08, 0.09, 0.09, 0.09, 0.09, 0.09, 0.08, 0.08, 0.09, 0.11, -0.25, -0.37, 0.04, -0.14, -0.37, -0.08, -0.26, 0.11, -0.17, 0.00, -0.38, -0.03, -0.61, 0.14, 0.13, 0.11]
}


Electronic energy readings, ordered: -280.7849; -398.9082; -4110.9897 Eh